10
Properties=species:S:1:pos:R:3:mulliken_charge:R:1 method="wB97M-V/def2-TZVPD" homo_ev=-9.933 e_above_lowest_kcal_mol=36.3 e_lumo_ev=0.4 e_tot_ha=-698.61752 homo_lumo_gap_ev=10.35
C -0.8222 0.8612 -0.0377 0.15
N -0.0826 0.4550 -0.9574 -0.41
N 0.8935 -1.2306 0.6706 -0.61
O 1.6139 -1.3106 -1.8851 -0.49
O -1.4018 2.0858 -0.0119 -0.40
S 0.4405 -1.2411 -1.0624 0.62
H -1.3136 0.1617 0.7888 0.23
H -2.0810 2.0894 0.6233 0.35
H 0.9093 -0.2805 0.9613 0.27
H 1.8441 -1.5903 0.9104 0.30